[1]
11
Properties=species:S:1:pos:R:3:nbo_charge:R:1 method="wB97M-V/def2-TZVPD" e_homo_ha=-0.3030 total_energy_ev=-7764.05036 e_lumo_ev=0.95 smiles=Nc1ccoc1 orbital_gap_ev=9.2 relative_energy_kcal_mol=57.1
N -1.80090 -0.15060 0.11300 -0.798
C -0.41083 -0.14916 -0.02888 0.030
C 0.39133 -0.75157 -0.96075 0.075
O 1.67939 -0.34797 -0.84707 -0.407
C 1.74218 0.48222 0.25407 -0.047
C 0.47717 0.59688 0.76821 -0.248
H -2.24127 -0.94086 -0.33297 0.373
H -2.07955 -0.10180 1.08454 0.374
H 0.17578 -1.47038 -1.74030 0.199
H 1.79558 1.56190 0.09970 0.226
H 0.27113 1.27134 1.59044 0.222

[2]
58
Properties=species:S:1:pos:R:3:nbo_charge:R:1 method="wB97M-V/def2-TZVPD" e_homo_ha=-0.3026 total_energy_ev=-45967.48152 e_lumo_ev=0.55 smiles="COc1cc(CNCc2ccccc2Cl)ccc1OCC(=O)NC1CCCCC1" orbital_gap_ev=8.8 relative_energy_kcal_mol=0.0
C -0.62098 -0.32545 3.15120 -0.253
H -0.98533 -1.23796 2.66947 0.186
O -0.37018 0.69035 2.20912 -0.510
C -1.41198 1.13762 1.44548 0.255
C -2.71070 0.66659 1.51583 -0.297
C -3.69071 1.13659 0.64623 -0.020
C -3.36846 2.13017 -0.26067 -0.220
C -2.08094 2.63551 -0.32081 -0.269
C -1.09331 2.13873 0.50988 0.312
O 0.19517 2.61658 0.51332 -0.525
C 0.88226 2.66858 -0.71911 -0.155
H 0.20594 2.55955 -1.57261 0.204
H 1.37822 3.64253 -0.79475 0.212
C 1.97235 1.58653 -0.83250 0.654
O 2.70016 1.55627 -1.80614 -0.651
N 1.99450 0.73487 0.20002 -0.627
H 1.35153 0.93877 0.95694 0.436
C 3.02369 -0.26528 0.43988 -0.037
C 3.17481 -1.22464 -0.74253 -0.417
C 4.23922 -2.27396 -0.43769 -0.394
C 5.57751 -1.60640 -0.13872 -0.397
C 5.43684 -0.64146 1.03406 -0.395
C 4.36902 0.40561 0.73595 -0.412
H 4.65819 0.99190 -0.13747 0.219
H 4.25819 1.08685 1.58295 0.207
H 6.39073 -0.14759 1.22858 0.210
H 5.15979 -1.19902 1.93272 0.189
H 5.90915 -1.05527 -1.02066 0.198
H 6.33023 -2.36395 0.08936 0.206
H 4.34109 -2.94861 -1.28978 0.211
H 3.92996 -2.86981 0.42545 0.188
H 3.46122 -0.64947 -1.62288 0.236
H 2.21903 -1.71002 -0.94969 0.200
H 2.70210 -0.83268 1.32158 0.191
H -1.84019 3.42030 -1.02204 0.221
H -4.12346 2.51665 -0.92843 0.211
C -5.06471 0.50638 0.66842 -0.243
N -5.08407 -0.92750 0.43766 -0.608
H -4.52819 -1.40274 1.14058 0.361
C -4.67986 -1.36232 -0.88608 -0.247
C -3.24742 -1.07163 -1.27954 -0.078
C -2.95940 -0.20391 -2.32612 -0.143
C -1.65695 0.09570 -2.68067 -0.219
C -0.60117 -0.46676 -1.98479 -0.206
C -0.85870 -1.34039 -0.94432 -0.235
C -2.16788 -1.64046 -0.61196 -0.022
Cl -2.43713 -2.77559 0.67582 -0.020
H -0.05001 -1.79315 -0.39160 0.225
H 0.41806 -0.23252 -2.25011 0.231
H -1.46468 0.76987 -3.50151 0.216
H -3.77902 0.24267 -2.86973 0.205
H -5.34975 -0.88585 -1.60738 0.198
H -4.84985 -2.44380 -0.92583 0.217
H -5.69607 0.97346 -0.09226 0.195
H -5.53091 0.67266 1.64565 0.208
H -2.97340 -0.09626 2.23270 0.218
H 0.33625 -0.52607 3.63020 0.199
H -1.33983 -0.00075 3.90934 0.180

[3]
71
Properties=species:S:1:pos:R:3:mulliken_charge:R:1 method="wB97M-V/def2-TZVPD" e_homo_ha=-0.4858 total_energy_ev=-112556.46773 e_lumo_ev=-7.40 orbital_gap_ev=5.8 total_charge=+2 relative_energy_kcal_mol=32.1
W 0.57761 0.19713 0.09412 1.870
C -2.99155 2.12116 2.00307 -1.735
C -2.03612 1.46416 1.07024 0.925
N -0.86080 1.08976 1.46199 1.094
N -0.61474 1.26792 2.80618 -2.039
C 0.65613 1.53315 2.99459 0.705
N 1.09801 1.74438 4.23613 -0.334
S 1.76491 1.69206 1.67674 -0.525
C -2.36172 1.19179 -0.34159 0.726
C -3.61932 1.41874 -0.87412 -0.946
C -3.85902 1.10240 -2.20537 -1.247
C -2.83005 0.56349 -2.94959 -0.864
C -1.59241 0.35821 -2.35495 -0.969
N -1.34717 0.66301 -1.07493 0.955
H -2.46856 2.89165 2.56968 0.395
H -3.34532 1.39938 2.74302 0.251
H -3.83976 2.55957 1.49351 0.598
H 0.43576 1.74583 4.99546 0.251
H 2.05836 1.96656 4.42820 0.232
H -4.40840 1.83026 -0.26745 0.448
H -4.83179 1.28358 -2.64127 0.497
H -2.95502 0.31006 -3.99262 0.587
H -0.76833 -0.03648 -2.92297 0.620
Cl 6.50839 -2.31941 2.28211 -0.151
C 4.85634 -1.90588 2.15617 0.564
C 3.95965 -2.25073 3.20250 0.631
Cl 4.55161 -3.06961 4.57780 -0.144
C 2.61094 -1.93887 3.12573 -0.420
Cl 1.47833 -2.32254 4.34979 -0.172
C 2.16352 -1.26725 1.98428 0.130
O 0.91109 -0.95376 1.69380 0.280
C 3.04412 -0.92643 0.97662 -0.405
O 2.42554 -0.33104 -0.05586 -0.013
C 4.40023 -1.24111 1.02992 -0.212
Cl 5.41003 -0.79805 -0.28157 -0.173
C -2.52944 -1.93105 1.98117 -0.798
N -2.70246 -2.35648 0.59060 0.356
C -3.92473 -3.11169 0.30058 -1.090
C -1.74024 -2.21470 -0.30156 0.423
C -1.89191 -2.84912 -1.65030 -1.671
O -0.67493 -1.59712 -0.00628 -0.318
H -2.68559 -2.79303 2.62946 0.534
H -3.27546 -1.17497 2.22622 0.332
H -1.52556 -1.54872 2.13958 -0.029
H -4.65542 -2.86899 1.06685 0.409
H -3.73454 -4.18478 0.32570 0.327
H -4.33360 -2.83374 -0.66715 0.390
H -2.03263 -3.92676 -1.56028 0.531
H -1.00387 -2.64796 -2.24320 0.099
H -2.76674 -2.45489 -2.16796 0.441
C 2.44792 2.03081 -2.52804 -1.304
Si 1.24410 2.51987 -1.17559 0.865
C -0.26324 3.28419 -1.99069 -1.248
C 2.04432 3.93196 -0.26096 -1.466
H 2.93995 2.94651 -2.86428 0.557
H 1.92014 1.61316 -3.38738 0.270
H 3.22240 1.34243 -2.18732 0.314
H 0.13437 4.17268 -2.49134 0.584
H -1.01597 3.63309 -1.28281 0.307
H -0.74382 2.67808 -2.75107 0.315
H 2.19658 4.70869 -1.01719 0.493
H 3.01684 3.69245 0.16544 0.393
H 1.42259 4.34613 0.53062 0.377
N 2.57753 -1.09329 -3.31092 -0.312
C 1.78107 -1.37041 -2.28621 0.190
N 1.82036 -2.58107 -1.72532 -0.164
O 0.91384 -0.49954 -1.91241 -0.312
H 3.25156 -1.75164 -3.66360 0.248
H 2.61539 -0.14252 -3.63937 0.199
H 2.55323 -3.23902 -1.93476 0.262
H 1.21747 -2.76164 -0.93958 0.087

[4]
8
Properties=species:S:1:pos:R:3:mulliken_charge:R:1 method="wB97M-V/def2-TZVPD" e_homo_ha="-0.2872 / -0.2906" total_energy_ev=-11458.44739 e_lumo_ev="-0.57 / -1.11" s_squared=0.77 spin_multiplicity=2 orbital_gap_ev="7.2 / 6.8" relative_energy_kcal_mol=71.5
O 3.84532 -0.01672 0.47520 -0.764
C 0.27453 1.23489 0.08225 -0.015
O -0.88136 0.86837 0.23949 -0.159
C -1.35292 -0.51191 -0.02882 -0.489
H -2.09314 -0.42160 -0.82672 0.233
H -0.49170 -1.11848 -0.32448 0.307
H -1.80073 -0.85180 0.90712 0.227
Pb 2.50001 0.81725 -0.52406 0.660